{
  "formula": "C25H43F3HfO3P2S",
  "method": "the ωB97M-V functional and the def2-TZVPD basis",
  "species": ["Hf", "C", "C", "C", "C", "C", "C", "H", "H", "H", "C", "H", "H", "H", "C", "H", "H", "H", "C", "H", "H", "H", "C", "H", "H", "H", "C", "C", "C", "C", "C", "C", "C", "C", "H", "H", "H", "H", "H", "H", "H", "H", "H", "H", "H", "H", "P", "P", "C", "C", "H", "H", "H", "H", "C", "H", "H", "H", "C", "H", "H", "H", "C", "H", "H", "H", "C", "H", "H", "H", "F", "C", "F", "F", "S", "O", "O", "O"],
  "coordinates": [[-0.98037, 0.68222, -0.00306], [-0.05637, 0.81424, 2.53888], [0.91375, 1.23176, 1.54238], [-0.49611, 3.03323, 2.05093], [-0.93799, 1.90707, 2.79530], [0.67170, 2.65030, 1.31966], [0.10792, -0.36080, 3.42487], [0.97531, -0.96124, 3.13320], [-0.78053, -0.99968, 3.39909], [0.24713, -0.02783, 4.46362], [-2.04354, 1.90222, 3.77738], [-2.75265, 1.10149, 3.56033], [-2.59131, 2.84754, 3.79081], [-1.67317, 1.72492, 4.79488], [-1.06100, 4.39425, 2.17751], [-1.27348, 4.59289, 3.23599], [-2.00711, 4.49421, 1.62048], [-0.36406, 5.15804, 1.81237], [1.73089, 3.59469, 0.89930], [2.31116, 3.90790, 1.78377], [1.32364, 4.50616, 0.44321], [2.43523, 3.13001, 0.19652], [2.24411, 0.58482, 1.32189], [3.03629, 1.10201, 1.88797], [2.54093, 0.59994, 0.26129], [2.23888, -0.46095, 1.64418], [2.21153, -4.27209, 1.24143], [3.53427, -4.16005, 1.07484], [4.25749, -3.74943, -0.17815], [3.88195, -4.60647, -1.42751], [2.80952, -3.94497, -2.23619], [2.12998, -2.83973, -1.84561], [1.36880, -2.64563, -0.57105], [1.13582, -3.92841, 0.25754], [5.33920, -3.86262, -0.00884], [3.58083, -5.62785, -1.13640], [4.09036, -2.68190, -0.40054], [0.91210, -4.76322, -0.42749], [1.83841, -4.68286, 2.18891], [4.20250, -4.36528, 1.91894], [0.22409, -3.75170, 0.84738], [1.85922, -1.87170, 0.03798], [2.13689, -1.96868, -2.50987], [0.37331, -2.23224, -0.78213], [4.76759, -4.74794, -2.06239], [2.66006, -4.36113, -3.23858], [-1.21297, -0.19398, -2.25489], [-1.15500, 2.66548, -1.39534], [-1.39690, 1.06702, -3.64406], [-1.93235, 2.37148, -3.07180], [-2.06469, 0.64754, -4.41413], [-0.40187, 1.20752, -4.10358], [-1.65769, 3.22931, -3.71115], [-3.03048, 2.35251, -2.97134], [-1.82663, 4.36217, -1.16827], [-1.13614, 4.98155, -0.57870], [-2.80156, 4.31844, -0.65463], [-1.97783, 4.83931, -2.15007], [0.57200, 2.96866, -2.00326], [0.60365, 2.95625, -3.09880], [1.27025, 2.20539, -1.63149], [0.90402, 3.94526, -1.63883], [-2.79887, -1.11087, -2.52439], [-2.73659, -2.11564, -2.08549], [-2.97865, -1.20639, -3.60394], [-3.62940, -0.56892, -2.05634], [-0.18539, -1.32118, -3.25868], [0.77828, -0.83100, -3.42838], [-0.65983, -1.54873, -4.23264], [-0.04566, -2.25888, -2.71794], [-4.40287, -2.45646, 2.66841], [-3.84328, -1.23636, 2.55764], [-4.80117, -0.29324, 2.70424], [-2.94307, -1.09353, 3.56707], [-3.06798, -1.08583, 0.84166], [-1.58868, -1.35519, 0.92712], [-3.85375, -1.93397, -0.00530], [-3.07208, 0.40678, 0.52226]],
  "atomic_forces_ev_per_a": [[1.54, 0.44, 8.18], [0.24, 0.75, -0.45], [-0.75, 0.80, 0.19], [-0.26, -1.22, -0.43], [0.38, -0.51, -0.93], [-0.39, -1.40, -0.26], [-0.30, -0.70, -0.04], [-0.24, 0.05, 0.16], [0.35, 0.00, 0.15], [-0.02, -0.05, -0.26], [-0.48, -0.02, 0.33], [0.03, 0.26, 0.13], [0.07, -0.15, -0.04], [0.01, -0.01, -0.16], [-0.22, 0.47, -0.01], [0.01, 0.11, -0.29], [0.28, 0.03, 0.32], [-0.20, -0.14, 0.12], [0.34, 0.35, -0.68], [-0.20, -0.14, -0.20], [0.21, -0.15, 0.12], [-0.13, 0.22, 0.22], [0.48, -0.20, -0.23], [-0.25, -0.14, -0.16], [0.06, -0.02, 0.26], [0.06, 0.21, -0.11], [0.63, -0.35, 0.42], [-0.19, 0.20, 0.45], [0.45, -0.46, -0.39], [-0.83, -0.56, 1.23], [0.13, 0.18, -0.30], [-0.06, 0.05, -0.73], [1.27, 0.08, 1.04], [-0.47, 0.47, -0.02], [-0.37, 0.05, 0.03], [0.30, 0.20, 0.14], [0.12, -0.36, -0.01], [0.07, 0.23, 0.20], [0.27, 0.25, -0.29], [-0.46, -0.18, -0.19], [0.12, -0.18, -0.17], [-0.10, -0.10, 0.33], [-0.98, -0.84, -0.50], [-0.04, -0.05, -0.36], [-0.37, 0.25, -0.10], [0.92, 1.01, -0.33], [-0.96, -2.37, -6.09], [-0.66, 3.85, -3.62], [0.14, 0.40, 0.52], [-0.19, 0.01, 0.11], [0.33, 0.01, 0.38], [-0.40, -0.10, 0.26], [-0.23, -0.29, 0.32], [0.35, 0.03, 0.00], [-0.12, 0.18, 0.69], [-0.28, -0.23, -0.10], [0.38, 0.05, -0.18], [0.17, -0.34, 0.34], [0.19, -0.44, 0.20], [-0.11, 0.05, 0.29], [0.02, 0.23, -0.10], [-0.04, -0.27, -0.04], [-0.50, 0.12, 0.64], [0.00, 0.38, -0.08], [0.28, 0.18, 0.31], [0.06, -0.30, -0.24], [0.44, -0.31, 0.21], [-0.13, -0.33, -0.07], [0.00, 0.43, 0.57], [0.14, 0.15, -0.30], [0.83, 1.47, -0.47], [-1.08, -0.53, 1.94], [1.21, -0.94, -0.53], [-0.85, -0.17, -1.50], [-0.04, -0.68, -0.36], [-0.89, 0.17, -0.42], [0.73, 1.01, 1.16], [0.14, -0.22, -0.21]],
  "e_above_lowest_ev": 0.0532,
  "lumo_energy_ha": -0.2903,
  "max_force_ev_per_a": 8.34,
  "homo_lumo_gap_ev": 4.54,
  "charge": 2
}

{
  "formula": "C25H43F3O3OsP2S",
  "method": "the ωB97M-V functional and the def2-TZVPD basis",
  "species": ["Os", "C", "C", "C", "C", "C", "C", "H", "H", "H", "C", "H", "H", "H", "C", "H", "H", "H", "C", "H", "H", "H", "C", "H", "H", "H", "C", "C", "C", "C", "C", "C", "C", "C", "H", "H", "H", "H", "H", "H", "H", "H", "H", "H", "H", "H", "P", "P", "C", "C", "H", "H", "H", "H", "C", "H", "H", "H", "C", "H", "H", "H", "C", "H", "H", "H", "C", "H", "H", "H", "F", "C", "F", "F", "S", "O", "O", "O"],
  "coordinates": [[0.32756, 0.60305, 1.33387], [0.87753, 0.56038, 3.82040], [1.89357, 1.02967, 2.91025], [0.00760, 2.38574, 2.67746], [-0.28439, 1.36377, 3.64787], [1.37314, 2.20226, 2.22302], [1.01925, -0.56242, 4.78252], [1.72556, -1.32097, 4.42829], [0.05468, -1.05185, 4.95057], [1.37759, -0.19196, 5.75117], [-1.58957, 1.12950, 4.32226], [-2.14934, 0.31134, 3.83539], [-2.19687, 2.04478, 4.31587], [-1.42101, 0.80225, 5.36309], [-0.88327, 3.53806, 2.35609], [-0.73321, 4.36239, 3.06463], [-1.93318, 3.23967, 2.40542], [-0.67590, 3.91690, 1.35692], [2.11183, 3.17063, 1.36476], [2.42386, 4.04881, 1.94069], [1.46160, 3.51309, 0.55341], [2.99965, 2.70498, 0.93752], [3.29093, 0.50525, 2.86996], [3.84067, 0.82509, 3.76405], [3.82943, 0.86436, 1.99426], [3.30535, -0.58995, 2.84839], [-0.83549, -1.10675, 0.67723], [0.29424, -1.58047, 1.37624], [1.49422, -2.19049, 0.71431], [2.32711, -1.19169, -0.09445], [1.90680, 0.25645, -0.00259], [0.74228, 0.80309, -0.64861], [-0.12950, -0.06706, -1.52692], [-0.99699, -1.10463, -0.82183], [1.20258, -3.04170, 0.08004], [2.35354, -1.51075, -1.14654], [2.11046, -2.62594, 1.50962], [-0.81750, -2.11093, -1.23036], [-1.77201, -1.13367, 1.23131], [0.09912, -1.94713, 2.38816], [-2.06020, -0.89864, -1.01076], [-0.79932, 0.61978, -2.08076], [0.80676, 1.85183, -0.95669], [0.55262, -0.57785, -2.23729], [3.35506, -1.24938, 0.29486], [2.75973, 0.93145, 0.09007], [-0.55709, -1.34802, -4.04699], [-0.47477, 1.78330, -4.11128], [-0.57236, -0.55633, -5.72266], [-1.08305, 0.88540, -5.62819], [-1.21082, -1.16416, -6.38485], [0.45194, -0.60523, -6.12053], [-0.79670, 1.45835, -6.52038], [-2.18028, 0.87345, -5.57700], [-1.19875, 3.41459, -4.47343], [-0.70076, 4.18065, -3.87511], [-2.25845, 3.40245, -4.21452], [-1.08824, 3.66012, -5.53634], [1.25527, 2.12736, -4.66943], [1.28902, 2.32557, -5.75362], [1.89366, 1.26676, -4.42988], [1.63425, 3.00927, -4.12889], [-2.31101, -1.85662, -3.87844], [-2.44339, -2.45254, -2.96592], [-2.60284, -2.44709, -4.75822], [-2.95910, -0.97407, -3.80159], [0.24904, -2.94752, -4.35303], [1.19264, -2.80465, -4.89394], [-0.41554, -3.61039, -4.92092], [0.47516, -3.40512, -3.38109], [-1.83684, -2.29752, 6.25194], [-1.95904, -3.43267, 5.49669], [-0.71939, -3.97440, 5.37570], [-2.74368, -4.30685, 6.18054], [-2.67054, -3.00420, 3.81315], [-2.40577, -4.20461, 3.03600], [-4.05594, -2.68183, 4.11776], [-1.84320, -1.84381, 3.45133]],
  "atomic_forces_ev_per_a": [[-0.31, -1.50, 2.13], [0.51, 0.22, -1.22], [-0.07, 0.36, 0.66], [0.52, 0.26, 0.32], [0.13, -0.30, -1.33], [-0.28, 0.68, 1.38], [-0.17, -0.42, -0.03], [-0.05, 0.18, 0.09], [0.21, 0.10, 0.05], [-0.01, -0.01, -0.17], [-0.39, -0.10, 0.37], [0.16, 0.53, 0.21], [0.11, -0.38, 0.12], [-0.13, 0.28, -0.36], [-0.16, 0.04, -0.08], [0.03, -0.16, -0.07], [0.10, 0.11, -0.06], [-0.07, 0.08, 0.00], [0.12, 0.22, -0.11], [-0.02, -0.15, -0.07], [0.23, 0.08, 0.06], [0.00, 0.24, 0.00], [0.13, -0.08, 0.12], [-0.06, -0.03, -0.18], [0.05, 0.02, 0.08], [0.00, 0.16, 0.04], [-0.67, -0.24, 0.54], [-0.56, -0.20, -0.01], [0.26, -0.33, 0.16], [0.67, -0.35, -0.07], [0.21, 0.25, -0.27], [0.14, 0.03, -0.86], [-0.41, 0.68, 0.29], [-0.33, -0.27, 0.26], [-0.13, 0.19, 0.18], [0.15, 0.19, 0.11], [-0.03, 0.08, -0.22], [0.07, 0.05, 0.22], [0.12, -0.06, -0.10], [0.11, 0.31, -0.25], [0.31, 0.00, -0.08], [0.78, -0.79, 0.32], [0.02, -0.23, -0.09], [-0.19, 0.41, -0.05], [-0.24, 0.02, -0.42], [-0.36, -0.14, 0.11], [-1.23, -0.82, -2.65], [0.43, 0.28, -2.10], [0.41, 0.51, 0.16], [-0.29, -0.27, 0.03], [0.19, 0.02, 0.29], [-0.23, 0.08, 0.14], [-0.11, -0.11, 0.18], [0.17, 0.09, -0.05], [-0.32, 0.17, 0.26], [-0.09, -0.03, -0.04], [0.01, 0.14, -0.06], [0.03, -0.06, 0.20], [0.12, -0.17, 0.38], [-0.05, -0.04, 0.41], [0.02, 0.27, -0.14], [-0.04, -0.35, -0.19], [-0.12, 0.41, 0.81], [-0.03, 0.08, -0.32], [0.23, 0.15, 0.19], [0.13, -0.21, -0.04], [0.66, 0.00, 0.63], [-0.22, -0.04, 0.14], [0.06, 0.23, 0.11], [-0.02, -0.14, -0.28], [-0.28, -1.10, -1.09], [0.42, -0.46, 1.89], [-1.30, 0.61, -0.24], [0.85, 1.16, -1.24], [1.45, -0.48, 2.52], [-0.64, 1.01, -0.28], [0.46, -0.03, -1.02], [-1.18, -0.94, -0.33]],
  "multiplicity": 5,
  "e_above_lowest_ev": 0.0000,
  "lumo_energy_ha": [-0.1749, -0.3686],
  "s_squared": 6.03,
  "max_force_ev_per_a": 3.03,
  "homo_lumo_gap_ev": [8.13, 4.01],
  "charge": 2
}

{
  "formula": "C25H43F3O3P2PdS",
  "method": "the ωB97M-V functional and the def2-TZVPD basis",
  "species": ["Pd", "C", "C", "C", "C", "C", "C", "H", "H", "H", "C", "H", "H", "H", "C", "H", "H", "H", "C", "H", "H", "H", "C", "H", "H", "H", "C", "C", "C", "C", "C", "C", "C", "C", "H", "H", "H", "H", "H", "H", "H", "H", "H", "H", "H", "H", "P", "P", "C", "C", "H", "H", "H", "H", "C", "H", "H", "H", "C", "H", "H", "H", "C", "H", "H", "H", "C", "H", "H", "H", "F", "C", "F", "F", "S", "O", "O", "O"],
  "coordinates": [[-0.45887, 2.11717, -0.23880], [0.36709, 0.76228, 2.88820], [1.31835, 1.22310, 1.93914], [-0.60799, 2.59996, 1.80072], [-0.79697, 1.53103, 2.77425], [0.80916, 2.41834, 1.26454], [0.54681, -0.20502, 4.01243], [1.46651, -0.79484, 3.96312], [-0.31151, -0.89673, 4.03246], [0.55990, 0.30652, 4.98872], [-1.89500, 1.50040, 3.75190], [-2.44396, 0.54443, 3.71451], [-2.56625, 2.34542, 3.54018], [-1.48469, 1.54880, 4.78933], [-1.04208, 3.99763, 2.17936], [-0.31965, 4.42948, 2.93567], [-2.00839, 4.03557, 2.70129], [-1.09991, 4.65557, 1.30402], [1.68563, 3.64337, 1.21079], [1.60361, 4.16827, 2.19159], [1.34507, 4.30217, 0.39889], [2.74838, 3.34700, 1.06748], [2.71765, 0.78693, 1.84473], [3.42213, 1.41410, 2.43003], [3.07131, 0.81093, 0.79994], [2.84071, -0.25372, 2.19117], [-0.29421, -2.91915, 1.03411], [0.68900, -3.40202, 1.81498], [2.15837, -3.09243, 1.68158], [2.67669, -3.16566, 0.24332], [2.89225, -1.79801, -0.39330], [1.93591, -1.12027, -1.04457], [0.61190, -0.95554, -0.31859], [-0.17161, -2.29790, -0.32231], [2.69366, -3.86298, 2.24299], [1.97512, -3.78540, -0.36079], [2.40494, -2.15705, 2.21479], [0.31964, -3.01185, -0.99820], [-1.33658, -3.01885, 1.33736], [0.44197, -4.11055, 2.62288], [-1.16046, -2.10290, -0.74150], [0.78640, -0.62376, 0.73536], [2.08989, -0.58642, -2.00228], [-0.03683, -0.14972, -0.73150], [3.64460, -3.70485, 0.25792], [3.94650, -1.62972, -0.65371], [-0.64356, -0.30759, -3.39171], [-0.69038, 2.65756, -4.03958], [-0.80875, 0.10109, -5.21516], [-1.36485, 1.50834, -5.36354], [-1.47058, -0.63690, -5.69252], [0.19079, 0.01195, -5.66529], [-1.13458, 1.91789, -6.35980], [-2.45719, 1.51866, -5.23553], [-1.34736, 4.11403, -4.96650], [-0.96349, 5.04045, -4.52675], [-2.44101, 4.09294, -4.87980], [-1.07524, 4.07367, -6.03079], [1.04113, 2.70620, -4.75509], [1.01293, 2.76138, -5.85834], [1.60639, 1.81537, -4.43711], [1.52652, 3.61034, -4.35572], [-2.27647, -1.19091, -3.26339], [-2.36464, -1.64928, -2.27023], [-2.33936, -1.96703, -4.04158], [-3.08462, -0.45793, -3.39986], [0.46346, -1.75912, -3.72455], [1.11368, -1.51343, -4.57621], [-0.09393, -2.68107, -3.93478], [1.10400, -1.93801, -2.85501], [-2.14644, -2.23482, 6.36180], [-2.04470, -3.28606, 5.51123], [-0.72631, -3.58469, 5.34598], [-2.67701, -4.35769, 6.04787], [-2.81391, -2.86060, 3.84406], [-2.53619, -4.06040, 3.05119], [-4.20737, -2.61105, 4.19824], [-2.08515, -1.67640, 3.38426]],
  "atomic_forces_ev_per_a": [[-0.71, -0.58, -1.35], [0.15, 0.09, -0.19], [-0.15, 0.71, 0.16], [1.97, 0.20, 1.57], [-0.11, 0.60, -0.49], [-0.57, 0.13, 2.60], [0.01, -0.48, -0.03], [-0.11, 0.17, -0.16], [0.53, 0.33, 0.05], [-0.04, 0.06, -0.34], [-0.46, -0.10, 0.39], [0.07, 0.45, -0.07], [0.01, -0.55, 0.49], [-0.33, 0.20, -0.66], [-0.38, 0.27, 0.26], [-0.53, -0.44, -0.93], [0.19, -0.12, -0.42], [0.13, 0.05, 0.32], [0.61, -0.37, -0.37], [0.12, -0.22, -0.76], [0.36, 0.12, 0.36], [-0.71, 0.42, -0.09], [0.96, -0.63, -0.29], [-0.48, -0.18, -0.14], [-0.12, 0.06, 0.38], [0.00, 0.54, -0.07], [-0.69, -0.55, 0.24], [-0.29, 0.24, 0.28], [-0.08, -1.22, 0.49], [0.22, 0.52, 0.83], [1.02, -1.29, -2.33], [-0.01, 1.44, 1.03], [-0.26, -0.74, -0.13], [0.09, 0.56, 0.03], [-0.10, 0.09, 0.13], [0.66, 0.52, 0.36], [-0.14, -0.27, -0.42], [-0.23, 0.27, 0.10], [0.41, -0.59, 0.05], [-0.19, 0.83, -0.12], [-0.02, -0.27, 0.27], [-0.07, -0.47, -1.00], [0.53, 0.52, 1.19], [0.33, -0.20, -0.15], [-0.51, 0.45, -0.15], [-0.43, -0.11, -0.41], [-0.91, -2.22, -2.87], [0.78, -0.41, -3.63], [0.20, 1.10, 0.18], [-0.53, -0.57, 0.56], [0.28, 0.02, 0.33], [-0.34, 0.15, 0.14], [-0.08, 0.07, 0.48], [0.19, -0.09, -0.19], [-0.45, 0.85, 1.13], [-0.23, -0.04, -0.17], [0.22, 0.22, -0.04], [0.13, -0.21, 0.46], [0.12, 0.04, 1.04], [-0.21, -0.01, 0.56], [-0.05, 0.41, -0.14], [0.09, -0.40, -0.21], [-0.11, 0.64, 1.02], [-0.22, 0.08, -0.36], [0.24, 0.35, 0.27], [0.14, -0.29, 0.10], [0.85, 0.12, 0.91], [-0.20, -0.07, 0.35], [-0.14, 0.43, 0.05], [-0.14, -0.37, -0.42], [0.07, -1.00, -1.01], [0.32, -0.39, 0.88], [-1.34, 0.36, 0.05], [0.74, 1.35, -0.78], [0.55, -0.62, 1.92], [-0.65, 1.03, 0.05], [0.86, -0.14, -0.98], [-0.87, -0.87, -0.21]],
  "multiplicity": 5,
  "e_above_lowest_ev": 5.3551,
  "lumo_energy_ha": [-0.2132, -0.3587],
  "s_squared": 6.04,
  "max_force_ev_per_a": 3.74,
  "homo_lumo_gap_ev": [7.41, 3.71],
  "charge": 2
}